The following is a DFT calculation (the ωB97M-V functional and the def2-TZVPD basis) of 5 unconnected molecules or ions with the total composition C4H18N2O5 at a distorted geometry.

Properties
E_tot = -648.897068 Eh
E_LUMO = 0.101 eV
Frontier orbital gap = 9.0 eV

XYZ file:
```
29
Properties=species:S:1:pos:R:3:forces:R:3
C -1.437 -0.937 1.915 0.701 0.515 0.161
N -0.877 0.051 2.678 -0.256 -0.349 -0.774
C 0.536 0.353 2.518 0.761 0.253 0.926
C 0.896 1.173 1.292 -0.934 0.453 -0.730
N 1.019 0.534 -0.002 0.021 -0.789 -0.282
C 1.909 -0.620 -0.020 0.932 0.458 0.200
O -0.760 -1.683 1.236 -0.378 -0.358 0.034
H -2.532 -0.992 1.993 -0.034 -0.075 -0.042
H -1.466 0.844 2.884 -0.106 -0.138 0.176
H 0.793 0.964 3.385 0.062 0.080 0.052
H 1.146 -0.541 2.635 -0.255 -0.215 -0.210
H 1.806 1.765 1.389 0.164 -0.131 0.650
H 0.066 1.887 1.226 0.232 0.211 -0.243
H 0.150 0.293 -0.449 -0.273 0.128 0.412
H 1.616 -1.541 0.497 -0.568 0.157 -0.150
H 2.198 -0.839 -1.047 -0.087 -0.163 -0.021
H 2.820 -0.308 0.500 0.179 0.016 -0.160
H 1.233 0.995 -2.507 0.414 -0.401 0.273
H 0.299 1.895 -3.161 -0.407 0.420 -0.332
O 1.197 1.591 -3.258 0.129 0.238 -0.038
H -2.074 1.574 -1.015 -0.337 -0.075 0.215
H -1.154 2.709 -0.801 0.279 0.400 0.172
O -1.917 2.293 -0.391 0.070 -0.355 -0.385
H -0.837 -3.167 -0.631 0.715 0.120 0.153
H -1.205 -2.978 -2.164 0.973 -0.049 -0.728
O -1.521 -3.114 -1.288 -1.733 -0.051 0.586
H -0.657 -1.008 -1.746 -0.013 -0.422 0.176
H -0.998 -0.438 -3.085 -0.067 0.095 -0.448
O -0.247 -0.756 -2.582 -0.182 0.028 0.354
```
Positions in Å, forces in eV/Å.